1.
This record from the Open Molecules 2025 dataset describes 2 unconnected molecules or ions with the total composition C33H37BF2O3S at a distorted geometry. The level of theory is wB97M-V/def2-TZVPD.

```
! RIJCOSX wB97M-V def2-TZVPD def2/J DEFGRID3
* xyz 0 1
C 5.01 6.48 1.06
C 3.72 5.76 0.88
C 2.67 6.36 0.20
F 2.88 7.62 -0.31
C 1.43 5.77 0.03
C 1.19 4.46 0.55
C -0.09 3.81 0.42
C -1.33 4.50 0.49
C -1.44 5.86 0.94
C -2.68 6.41 1.17
F -2.76 7.72 1.58
C -3.88 5.72 0.98
C -5.18 6.37 1.30
C -3.79 4.43 0.44
C -2.56 3.83 0.19
C 2.28 3.82 1.20
C 3.49 4.47 1.39
H 5.66 5.88 1.70
H 5.52 6.65 0.11
H 4.87 7.46 1.53
H 0.64 6.30 -0.49
H -0.11 2.73 0.27
H -0.55 6.44 1.13
H -5.98 5.65 1.09
H -5.24 6.66 2.35
H -5.36 7.27 0.70
H -4.72 3.90 0.22
H -2.51 2.83 -0.22
H 2.13 2.82 1.60
H 4.30 3.98 1.94
C -4.08 -5.08 -5.00
O -2.65 -4.88 -5.03
C -2.00 -4.51 -3.89
C -0.60 -4.36 -3.98
C 0.15 -4.01 -2.85
C -0.49 -3.80 -1.63
B 0.33 -3.30 -0.25
C 0.25 -4.48 0.89
C -0.79 -4.97 1.65
C -0.44 -6.16 2.39
C 0.89 -6.51 2.26
C 1.58 -7.68 2.84
S 1.70 -5.38 1.24
O 1.71 -3.04 -0.56
C 1.99 -1.80 0.07
C 2.60 -2.08 1.44
C 3.00 -1.05 -0.79
C 0.53 -1.10 0.18
C 0.38 -0.11 1.32
C 0.10 -0.45 -1.15
O -0.33 -2.20 0.41
C -1.86 -3.95 -1.54
C -2.64 -4.31 -2.64
H -4.32 -5.34 -6.03
H -4.36 -5.90 -4.33
H -4.62 -4.16 -4.71
H -0.13 -4.51 -4.95
H 1.23 -3.92 -2.97
H -1.78 -4.54 1.67
H -1.15 -6.73 2.99
H 0.87 -8.26 3.43
H 1.99 -8.31 2.05
H 2.40 -7.36 3.49
H 2.91 -1.14 1.92
H 1.90 -2.62 2.09
H 3.50 -2.70 1.30
H 3.21 -0.06 -0.35
H 3.94 -1.61 -0.81
H 2.64 -0.93 -1.81
H 1.08 0.73 1.20
H -0.64 0.29 1.33
H 0.56 -0.61 2.29
H 0.66 0.47 -1.36
H 0.23 -1.15 -1.99
H -0.96 -0.19 -1.09
H -2.36 -3.78 -0.58
H -3.72 -4.43 -2.54
*
```

Computed properties:
Gap between HOMO and LUMO = 1.4885 eV
HOMO level = -0.215 Eh

Electronic structure analysis, Mulliken charges in units of e: number 1, C, carries -1.45; number 2, C, carries 0.92; number 3, C, carries 0.42; number 4, F, carries -0.34; number 5, C, carries -1.04; number 6, C, carries 0.65; number 7, C, carries -0.10; number 8, C, carries 0.58; number 9, C, carries -0.58; number 10, C, carries -0.05; number 11, F, carries -0.32; number 12, C, carries 0.84; number 13, C, carries -1.39; number 14, C, carries -0.60; number 15, C, carries -0.75; number 16, C, carries -0.74; number 17, C, carries -0.71; number 18, H, carries 0.39; number 19, H, carries 0.31; number 20, H, carries 0.33; number 21, H, carries 0.84; number 22, H, carries 0.35; number 23, H, carries 0.79; number 24, H, carries 0.38; number 25, H, carries 0.33; number 26, H, carries 0.32; number 27, H, carries 0.34; number 28, H, carries 0.49; number 29, H, carries 0.37; number 30, H, carries 0.33; number 31, C, carries -0.81; number 32, O, carries -0.46; number 33, C, carries 0.89; number 34, C, carries -0.69; number 35, C, carries -0.23; number 36, C, carries -0.16; number 37, B, carries 1.27; number 38, C, carries 0.36; number 39, C, carries -1.26; number 40, C, carries -0.59; number 41, C, carries 0.58; number 42, C, carries -1.23; number 43, S, carries -0.21; number 44, O, carries -0.60; number 45, C, carries 2.03; number 46, C, carries -2.07; number 47, C, carries -1.82; number 48, C, carries 1.75; number 49, C, carries -1.20; number 50, C, carries -1.92; number 51, O, carries -0.61; number 52, C, carries -0.80; number 53, C, carries -0.41; number 54, H, carries 0.24; number 55, H, carries 0.32; number 56, H, carries 0.31; number 57, H, carries 0.38; number 58, H, carries 0.38; number 59, H, carries 0.36; number 60, H, carries 0.30; number 61, H, carries 0.34; number 62, H, carries 0.26; number 63, H, carries 0.27; number 64, H, carries 0.30; number 65, H, carries 0.41; number 66, H, carries 0.47; number 67, H, carries 0.23; number 68, H, carries 0.46; number 69, H, carries 0.36; number 70, H, carries -0.41; number 71, H, carries 0.43; number 72, H, carries 0.37; number 73, H, carries 0.32; number 74, H, carries 0.33; number 75, H, carries 0.33; number 76, H, carries 0.19; number 77, H, carries 0.33

2.
This record from the Open Molecules 2025 dataset describes a molecular structure, C33H37BN3O11PS2W. The level of theory is wB97M-V/def2-TZVPD.

```
! RIJCOSX wB97M-V def2-TZVPD def2/J DEFGRID3
* xyz -1 2
W 0.36 -1.74 -0.75
O -4.45 -5.30 1.06
C -3.44 -4.54 0.58
C -2.32 -5.08 -0.04
C -1.34 -4.22 -0.48
N -1.41 -2.91 -0.26
C -2.54 -2.37 0.21
C -3.59 -3.15 0.65
C -2.64 -0.89 0.02
O -3.70 -0.32 0.03
O -1.47 -0.31 -0.28
C -0.22 -4.61 -1.43
O -0.09 -5.78 -1.75
O 0.39 -3.58 -1.90
H -4.23 -6.23 0.94
H -2.21 -6.14 -0.24
H -4.50 -2.69 1.00
C 6.72 -4.04 0.85
C 5.51 -3.17 0.59
O 4.55 -3.42 1.62
P 3.26 -2.39 1.65
S 2.15 -3.23 0.08
S 0.55 -0.75 1.44
O 2.52 -3.06 2.94
C 2.51 -2.28 4.14
C 3.81 -2.42 4.91
H 7.47 -3.88 0.08
H 6.44 -5.09 0.86
H 7.17 -3.79 1.82
H 5.07 -3.41 -0.38
H 5.78 -2.11 0.58
H 1.67 -2.65 4.73
H 2.31 -1.23 3.90
H 4.02 -3.47 5.12
H 3.75 -1.88 5.86
H 4.64 -2.01 4.34
O 6.11 1.65 -3.08
C 4.80 2.19 -3.28
C 3.78 1.27 -2.70
C 3.88 0.86 -1.35
C 2.90 0.05 -0.83
N 1.84 -0.40 -1.54
C 1.72 0.02 -2.85
C 2.71 0.84 -3.43
C 0.54 -0.40 -3.49
C 0.18 -0.10 -4.83
C -1.02 -0.52 -5.34
C -1.42 -0.20 -6.75
O -1.17 1.15 -7.12
C -1.88 -1.28 -4.50
C -1.47 -1.57 -3.23
N -0.30 -1.16 -2.70
H 6.75 2.31 -3.34
H 4.60 2.34 -4.35
H 4.73 3.17 -2.79
H 4.70 1.17 -0.73
H 2.94 -0.26 0.20
H 2.60 1.15 -4.46
H 0.85 0.47 -5.45
H -2.47 -0.46 -6.90
H -0.84 -0.81 -7.45
H -1.48 1.71 -6.40
H -2.84 -1.63 -4.85
H -2.10 -2.17 -2.58
C -5.53 4.41 2.88
C -4.13 4.97 3.18
C -4.13 6.46 2.82
C -3.85 4.85 4.69
C -3.08 4.18 2.40
C -2.21 4.78 1.50
C -1.25 4.05 0.78
C -1.19 2.69 1.00
O -0.35 1.78 0.45
B -0.77 0.49 0.96
O -1.79 0.75 1.97
C -2.05 2.08 1.91
C -2.99 2.79 2.61
H -6.29 4.99 3.42
H -5.61 3.37 3.18
H -5.74 4.47 1.81
H -4.90 6.97 3.39
H -4.34 6.61 1.76
H -3.17 6.93 3.05
H -4.61 5.39 5.26
H -2.87 5.27 4.93
H -3.86 3.81 5.00
H -2.25 5.85 1.33
H -0.58 4.53 0.08
H -3.64 2.28 3.30
*
```

Computed properties:
Gap between HOMO and LUMO (alpha / beta) = 5.3935 / 5.8537 eV
HOMO level (alpha / beta) = -0.124 / -0.148 Eh

Electronic structure analysis, Mulliken charges in units of e: number 1, W, carries 1.13; number 2, O, carries -0.55; number 3, C, carries 0.97; number 4, C, carries -0.53; number 5, C, carries 0.06; number 6, N, carries 0.25; number 7, C, carries 0.29; number 8, C, carries -0.92; number 9, C, carries 0.34; number 10, O, carries -0.67; number 11, O, carries -0.02; number 12, C, carries 0.14; number 13, O, carries -0.75; number 14, O, carries -0.60; number 15, H, carries 0.30; number 16, H, carries 0.46; number 17, H, carries 0.57; number 18, C, carries -1.41; number 19, C, carries -0.08; number 20, O, carries -0.04; number 21, P, carries 0.03; number 22, S, carries -0.42; number 23, S, carries -0.58; number 24, O, carries -0.30; number 25, C, carries -0.16; number 26, C, carries -1.17; number 27, H, carries 0.39; number 28, H, carries 0.31; number 29, H, carries 0.31; number 30, H, carries 0.29; number 31, H, carries 0.31; number 32, H, carries 0.36; number 33, H, carries 0.23; number 34, H, carries 0.27; number 35, H, carries 0.41; number 36, H, carries 0.27; number 37, O, carries -0.53; number 38, C, carries -0.86; number 39, C, carries 0.97; number 40, C, carries -1.40; number 41, C, carries -0.10; number 42, N, carries 0.71; number 43, C, carries 0.81; number 44, C, carries -1.01; number 45, C, carries 0.11; number 46, C, carries -0.73; number 47, C, carries 0.63; number 48, C, carries -0.65; number 49, O, carries -0.52; number 50, C, carries -1.25; number 51, C, carries -0.34; number 52, N, carries 0.11; number 53, H, carries 0.30; number 54, H, carries 0.33; number 55, H, carries 0.31; number 56, H, carries 0.41; number 57, H, carries 0.78; number 58, H, carries 0.25; number 59, H, carries 0.52; number 60, H, carries 0.31; number 61, H, carries 0.28; number 62, H, carries 0.34; number 63, H, carries 0.34; number 64, H, carries 0.40; number 65, C, carries -1.66; number 66, C, carries 2.19; number 67, C, carries -2.21; number 68, C, carries -1.62; number 69, C, carries 0.39; number 70, C, carries -0.02; number 71, C, carries -1.89; number 72, C, carries 0.91; number 73, O, carries -0.66; number 74, B, carries 0.27; number 75, O, carries -0.76; number 76, C, carries 0.13; number 77, C, carries -0.99; number 78, H, carries 0.45; number 79, H, carries 0.32; number 80, H, carries 0.36; number 81, H, carries 0.43; number 82, H, carries 0.43; number 83, H, carries 0.42; number 84, H, carries 0.44; number 85, H, carries 0.36; number 86, H, carries 0.32; number 87, H, carries 0.43; number 88, H, carries 0.45; number 89, H, carries 0.41

3.
This record from the Open Molecules 2025 dataset describes a molecular structure, C33H37BeN7O7P2 at a distorted geometry. The level of theory is wB97M-V/def2-TZVPD.

```
! RIJCOSX wB97M-V def2-TZVPD def2/J DEFGRID3
* xyz 0 1
Be 0.02 -1.68 1.03
C -0.81 3.34 3.38
C -1.78 2.75 2.65
C -1.71 2.50 1.17
C -0.27 2.15 0.72
C 0.43 3.23 -0.05
C 0.43 4.53 0.28
C -0.05 5.07 1.58
C 0.30 4.19 2.83
C 0.58 -3.29 0.79
H -0.77 3.22 4.48
H -2.73 2.48 3.16
H -2.09 3.32 0.56
H -2.36 1.63 0.96
H 0.32 1.85 1.61
H -0.29 1.25 0.07
H 1.04 2.84 -0.88
H 0.87 5.26 -0.40
H -1.13 5.29 1.61
H 0.46 6.05 1.70
H 1.23 3.63 2.66
H 0.56 4.88 3.64
H 0.80 -3.60 1.82
H 1.49 -3.51 0.20
H -0.21 -3.93 0.39
P 1.93 -1.45 -0.97
P -2.00 -0.53 -1.11
N 3.06 -0.15 -1.43
N 2.59 -2.60 -2.27
N -1.79 0.77 -2.41
N -3.33 -1.18 -2.11
C 0.58 -0.81 -1.97
C -0.71 -1.61 -1.79
C 4.31 -0.03 -0.82
C 5.13 0.79 -1.60
C 4.37 1.16 -2.76
C 3.11 0.58 -2.63
C 2.93 -3.93 -2.06
C 3.20 -4.54 -3.29
C 3.03 -3.54 -4.30
C 2.66 -2.36 -3.64
C -1.82 2.15 -2.19
C -1.56 2.82 -3.37
C -1.37 1.83 -4.38
C -1.48 0.59 -3.77
C -4.25 -0.47 -2.89
C -4.97 -1.37 -3.68
C -4.50 -2.69 -3.35
C -3.51 -2.54 -2.39
H 0.87 -0.87 -3.03
H 0.48 0.26 -1.76
H -1.01 -2.06 -2.75
H -0.60 -2.47 -1.09
H 4.48 -0.51 0.13
H 6.14 1.09 -1.37
H 4.69 1.76 -3.59
H 2.26 0.63 -3.29
H 2.95 -4.34 -1.06
H 3.47 -5.57 -3.44
H 3.17 -3.64 -5.37
H 2.44 -1.40 -4.08
H -2.07 2.54 -1.21
H -1.50 3.90 -3.47
H -1.19 2.01 -5.44
H -1.39 -0.40 -4.20
H -4.31 0.60 -2.86
H -5.73 -1.11 -4.40
H -4.84 -3.61 -3.78
H -2.88 -3.28 -1.92
O 0.88 1.01 7.45
N 0.03 0.13 7.23
O -0.83 -0.20 8.08
C -0.02 -0.53 5.94
C 0.88 -0.24 4.90
C 0.58 -0.63 3.57
C -0.66 -1.29 3.30
O -1.12 -1.40 2.07
C -1.36 -1.82 4.42
C -1.09 -1.40 5.72
N -2.35 -2.87 4.16
O -3.30 -3.01 4.96
O -2.13 -3.67 3.23
N 1.45 -0.25 2.54
O 2.43 0.45 2.71
O 1.14 -0.64 1.28
H 1.81 0.29 5.09
H -1.72 -1.75 6.54
*
```

Computed properties:
Gap between HOMO and LUMO = 4.8746 eV
HOMO level = -0.298 Eh

Electronic structure analysis, Mulliken charges in units of e: number 1, Be, carries 1.42; number 2, C, carries -0.52; number 3, C, carries -0.88; number 4, C, carries -0.51; number 5, C, carries 1.92; number 6, C, carries -0.51; number 7, C, carries -0.93; number 8, C, carries -0.86; number 9, C, carries -0.73; number 10, C, carries -1.17; number 11, H, carries 0.42; number 12, H, carries 0.47; number 13, H, carries 0.68; number 14, H, carries 0.25; number 15, H, carries 0.23; number 16, H, carries -1.56; number 17, H, carries 0.51; number 18, H, carries 0.43; number 19, H, carries 0.31; number 20, H, carries 0.46; number 21, H, carries 0.21; number 22, H, carries 0.56; number 23, H, carries 0.55; number 24, H, carries 0.01; number 25, H, carries 0.40; number 26, P, carries -0.20; number 27, P, carries 0.06; number 28, N, carries 0.90; number 29, N, carries 0.46; number 30, N, carries 0.70; number 31, N, carries 0.45; number 32, C, carries -0.81; number 33, C, carries -1.45; number 34, C, carries -0.73; number 35, C, carries -0.72; number 36, C, carries -0.94; number 37, C, carries -0.37; number 38, C, carries -0.39; number 39, C, carries -0.74; number 40, C, carries -0.74; number 41, C, carries -0.16; number 42, C, carries -1.06; number 43, C, carries -0.76; number 44, C, carries -1.10; number 45, C, carries -0.44; number 46, C, carries -0.43; number 47, C, carries -0.70; number 48, C, carries -0.60; number 49, C, carries -0.48; number 50, H, carries 0.41; number 51, H, carries 0.58; number 52, H, carries 0.96; number 53, H, carries 0.13; number 54, H, carries 0.44; number 55, H, carries 0.42; number 56, H, carries 0.45; number 57, H, carries 0.54; number 58, H, carries 0.38; number 59, H, carries 0.41; number 60, H, carries 0.42; number 61, H, carries 0.29; number 62, H, carries 0.85; number 63, H, carries 0.46; number 64, H, carries 0.47; number 65, H, carries 0.56; number 66, H, carries 0.42; number 67, H, carries 0.44; number 68, H, carries 0.45; number 69, H, carries 0.41; number 70, O, carries -0.57; number 71, N, carries 0.95; number 72, O, carries -0.57; number 73, C, carries -0.53; number 74, C, carries -0.78; number 75, C, carries 0.35; number 76, C, carries 1.02; number 77, O, carries -0.30; number 78, C, carries -0.48; number 79, C, carries -0.32; number 80, N, carries 0.93; number 81, O, carries -0.59; number 82, O, carries -0.51; number 83, N, carries 0.46; number 84, O, carries -0.57; number 85, O, carries -0.14; number 86, H, carries 0.63; number 87, H, carries 0.61

no.,calculated total energy (eV)
1,-57908.453
2,-95285.646
3,-78552.273